[1]
The following is a quantum chemistry calculation of a 2-piece molecular cluster, C5H13NS2 overall in a non-equilibrium geometry, from OMol25.

Its total energy is -28555.00203 eV. The multiplicity is 2. The calculation puts the LUMO energy (spin up / spin down) at 3.2545 / 1.5005 eV. The total charge is -1. The calculation puts the largest force on an atom at 2.9 eV/Å. As for the HOMO energy (spin up / spin down): -2.902 / -2.833 eV. The calculation puts the relative energy (zero: lowest compared OMol25 entry of this formula, charge and spin) at 120.4 kJ/mol. Its expectation value of S² is 0.753. The HOMO-LUMO gap (spin up / spin down) is 6.156 / 4.334 eV.

```
21
C5H13NS2, DFT wB97M-V/def2-TZVPD
N 1.05818 -1.75198 1.42677
C 1.18567 -0.42171 0.76203
C 1.59449 0.78354 1.53411
C 1.88459 -0.34875 -0.65640
S 1.06805 0.98834 -1.65955
S -1.98691 -1.18064 0.59475
C -2.10764 -0.36808 -1.19040
C -2.41061 1.08851 -1.19549
H 0.04270 -1.77778 1.59853
H 1.55303 -1.63805 2.26445
H 0.09074 -0.23635 0.49004
H 2.65903 0.98746 1.83357
H 1.24628 1.74714 1.00979
H 1.07465 0.77926 2.43842
H 1.77944 -1.31154 -1.16869
H 2.96807 -0.14646 -0.71584
H -2.91731 -0.88236 -1.73744
H -1.15892 -0.66766 -1.77151
H -2.01264 1.59361 -0.32808
H -2.11163 1.46812 -2.16896
H -3.49925 1.29538 -1.36012
```



[2]
The following is a quantum chemistry calculation of C5H13NSi as an isolated structure in a non-equilibrium geometry, from OMol25.

Its total energy is -14762.65711 eV. The multiplicity is 1. The calculation puts the LUMO energy at 0.9275 eV. The calculation puts the largest force on an atom at 4.6 eV/Å. As for the HOMO energy: -8.908 eV. The calculation puts the relative energy (zero: lowest compared OMol25 entry of this formula, charge and spin) at 135.4 kJ/mol. The HOMO-LUMO gap is 9.836 eV.

```
20
C5H13NSi, DFT wB97M-V/def2-TZVPD
C 2.01387 -0.34547 -0.37153
C 1.93047 0.47464 0.84395
C 0.70003 -0.28819 -1.16724
C -1.58236 1.57478 -0.48656
C -1.80911 -1.61985 0.35916
N 0.16698 0.31420 1.36205
Si -0.75023 -0.08509 -0.03843
H 2.89577 0.08442 -0.98315
H 2.19148 -1.36465 -0.18179
H 2.42023 0.15575 1.76707
H 2.16492 1.51157 0.69631
H 0.57242 0.75323 -1.80753
H 0.79551 -1.04856 -1.85410
H -2.23083 1.94563 0.33945
H -0.76670 2.34847 -0.66827
H -2.40120 1.60025 -1.23787
H -2.86159 -1.38580 0.02139
H -1.61407 -2.56790 -0.04067
H -1.97761 -1.55737 1.47896
H 0.14202 -0.50006 1.96876
```



[3]
The following is a quantum chemistry calculation of an isolated molecule of C5H13NSi in a non-equilibrium geometry, from OMol25.

Its total energy is -14762.05353 eV. The multiplicity is 1. The calculation puts the LUMO energy at 0.9113 eV. Its SMILES is C=CCN[SiH](C)C. The calculation puts the largest force on an atom at 4.4 eV/Å. As for the HOMO energy: -8.925 eV. The calculation puts the relative energy (zero: lowest compared OMol25 entry of this formula, charge and spin) at 193.6 kJ/mol. The HOMO-LUMO gap is 9.836 eV.

```
20
C5H13NSi, DFT wB97M-V/def2-TZVPD
C -2.70696 -0.14276 0.30690
C -1.37836 -0.55952 -0.03731
C -3.61313 0.40680 -0.40243
C 1.97812 1.63461 -0.35750
C 2.05281 -1.69929 -0.29722
N -0.46938 0.32401 0.55488
Si 1.25773 0.07880 0.44975
H -2.98832 -0.09113 1.37672
H 1.75832 0.37328 1.84612
H -1.14275 -1.69328 0.34004
H -1.20077 -0.51936 -1.16400
H -4.54021 0.54609 0.18403
H -3.63056 0.51311 -1.49906
H 1.93928 1.88314 -1.53628
H 1.64540 2.48213 0.29284
H 3.05038 1.50597 -0.05925
H 2.21072 -2.32911 0.57152
H 1.46404 -2.11564 -1.04998
H 3.04048 -1.38284 -0.59407
H -0.80797 0.42683 1.52442
```



[4]
The following is a quantum chemistry calculation of a 2-piece molecular cluster, C5H13O2 overall in a non-equilibrium geometry, from OMol25.

Its total energy is -9490.25348 eV. The multiplicity is 1. The calculation puts the LUMO energy at 3.8904 eV. The total charge is -1. The calculation puts the largest force on an atom at 3.9 eV/Å. As for the HOMO energy: -2.998 eV. The calculation puts the relative energy (zero: lowest compared OMol25 entry of this formula, charge and spin) at 103.7 kJ/mol. The HOMO-LUMO gap is 6.889 eV.

```
20
C5H13O2, DFT wB97M-V/def2-TZVPD
C -0.74862 1.05701 1.65528
O -2.05681 1.31507 1.26470
C 0.16420 1.18966 0.36860
C 1.28073 0.06869 0.35138
C 1.36612 -0.49998 -1.02306
C 0.98990 -1.96682 -1.13787
H -0.46128 1.90371 2.34907
H -0.57216 0.06176 2.05833
H 0.63426 2.17693 0.27035
H -0.58455 1.15545 -0.43747
H 1.17315 -0.67269 1.15899
H 2.18166 0.56819 0.69197
H 2.45156 -0.39837 -1.38283
H 0.85530 0.06783 -1.78689
H 1.61890 -2.67148 -0.59685
H 0.95995 -2.29063 -2.19705
H -0.01830 -2.01397 -0.74276
H -2.96722 0.61706 -0.96172
H -2.91736 0.38650 0.48098
O -3.34944 -0.05391 -0.38313
```



[5]
The following is a quantum chemistry calculation of a 2-piece molecular cluster, C5H13O2 overall in a non-equilibrium geometry, from OMol25.

Its total energy is -9488.53087 eV. The multiplicity is 1. The calculation puts the LUMO energy at 3.5860 eV. The total charge is -1. The calculation puts the largest force on an atom at 3.4 eV/Å. As for the HOMO energy: -2.465 eV. The calculation puts the relative energy (zero: lowest compared OMol25 entry of this formula, charge and spin) at 269.9 kJ/mol. The HOMO-LUMO gap is 6.051 eV.

```
20
C5H13O2, DFT wB97M-V/def2-TZVPD
C 1.02078 1.72109 -0.99649
O 0.00344 2.62562 -0.97385
C 0.51024 0.19028 -1.24263
C -1.04583 0.14537 -0.87451
C -1.45922 -0.82097 0.30229
C -0.95656 -0.53944 1.78980
H 1.70988 1.71774 -0.11574
H 1.74899 1.90380 -2.01449
H 0.68433 -0.06261 -2.28610
H 1.16572 -0.54864 -0.62421
H -1.37947 1.18306 -0.47575
H -1.49301 0.18578 -1.85022
H -2.57400 -0.95451 0.21626
H -0.91943 -1.79400 0.08269
H -0.97247 0.61362 1.80741
H -1.47457 -1.09193 2.58928
H 0.04530 -1.00967 1.84434
H 1.53434 -1.80658 0.81986
H 0.95439 -2.46194 2.20376
O 1.56575 -2.63214 1.46537
```



[6]
The following is a quantum chemistry calculation of C5H13O2 as an isolated structure in a non-equilibrium geometry, from OMol25.

Its total energy is -9489.48800 eV. The multiplicity is 1. The calculation puts the LUMO energy at 3.5747 eV. The total charge is -1. The calculation puts the largest force on an atom at 5.0 eV/Å. As for the HOMO energy: -3.631 eV. The calculation puts the relative energy (zero: lowest compared OMol25 entry of this formula, charge and spin) at 177.5 kJ/mol. The HOMO-LUMO gap is 7.206 eV.

```
20
C5H13O2, DFT wB97M-V/def2-TZVPD
C -0.63980 -1.42959 0.34650
O -2.00861 -1.44997 0.56790
C -0.43466 -0.32671 -0.71510
C 0.50740 0.82299 -0.22890
C 0.19317 2.19137 -0.94117
C 1.96746 0.72864 -0.46896
H -0.11757 -1.37809 1.23449
H -0.35157 -2.41438 -0.22002
H -1.47981 -0.03972 -0.87024
H 0.06077 -0.75164 -1.60822
H 0.36063 0.88468 0.95331
H 0.39717 3.04557 -0.27680
H 0.68880 2.56081 -1.89077
H -0.99030 2.11988 -1.04251
H 2.18377 0.39636 -1.54400
H 2.54044 0.09752 0.19950
H 2.42665 1.72871 -0.58562
H -1.39767 -2.92112 2.47855
H -2.10677 -1.75666 1.73235
O -1.79947 -2.10866 2.87971
```



[7]
The following is a quantum chemistry calculation of a 2-piece molecular cluster, C5H13O2 overall in a non-equilibrium geometry, from OMol25.

Its total energy is -9489.86834 eV. The multiplicity is 1. The calculation puts the LUMO energy at 3.5456 eV. The total charge is -1. The calculation puts the largest force on an atom at 2.2 eV/Å. As for the HOMO energy: -2.141 eV. The calculation puts the relative energy (zero: lowest compared OMol25 entry of this formula, charge and spin) at 140.8 kJ/mol. The HOMO-LUMO gap is 5.687 eV.

```
20
C5H13O2, DFT wB97M-V/def2-TZVPD
C 0.67136 1.36269 -1.98737
O 0.38416 2.62738 -1.59115
C 0.56184 0.37101 -0.74812
C -0.93504 -0.01580 -0.74083
C -1.45023 -0.88359 0.39212
C -1.44104 -0.23664 1.76177
H 1.68690 1.39142 -2.48541
H 0.00057 0.93101 -2.76921
H 1.21115 -0.49453 -0.96345
H 0.91876 0.93414 0.10766
H -1.62376 0.82805 -0.81464
H -1.06610 -0.51925 -1.70448
H -2.50868 -1.12809 0.20639
H -0.93275 -1.84379 0.50084
H -2.18332 0.50508 2.09095
H -1.58132 -0.90188 2.62159
H -0.49973 0.29506 1.96216
H 1.75940 -1.54447 2.30279
H 1.51838 -2.73580 1.35457
O 1.95683 -2.48217 2.16169
```



[8]
The following is a quantum chemistry calculation of C5H13O2S as an isolated structure in a non-equilibrium geometry, from OMol25.

Its total energy is -20324.08174 eV. The multiplicity is 1. The calculation puts the LUMO energy at 3.2310 eV. The total charge is -1. The calculation puts the largest force on an atom at 6.4 eV/Å. As for the HOMO energy: -3.579 eV. The calculation puts the relative energy (zero: lowest compared OMol25 entry of this formula, charge and spin) at 214.3 kJ/mol. The HOMO-LUMO gap is 6.810 eV.

```
21
C5H13O2S, DFT wB97M-V/def2-TZVPD
C 1.26144 0.89755 0.55351
O 0.03795 1.42968 0.62541
C 1.34281 -0.28432 -0.51587
C 0.41099 0.08768 -1.79399
C -0.99596 -0.08179 -1.63545
S -1.84218 -1.64046 -1.23686
C -1.30126 -1.93556 0.50426
H 1.81042 0.65457 1.45825
H 1.94405 1.69180 0.08547
H 0.95115 -1.24884 -0.08131
H 2.45435 -0.47988 -0.64773
H 0.46096 1.14122 -1.93827
H 0.83593 -0.48768 -2.67685
H -1.64146 0.56056 -2.31966
H -1.29321 0.32984 -0.53586
H -1.73360 -2.89937 0.68314
H -1.43553 -1.03527 1.13974
H -0.27910 -2.14988 0.48243
H -0.27312 1.17595 3.19525
H -0.50075 2.11377 1.73373
O -0.21389 2.16044 2.92068
```



[9]
The following is a quantum chemistry calculation of a 2-piece molecular cluster, C5H13O2S overall in a non-equilibrium geometry, from OMol25.

Its total energy is -20326.21718 eV. The multiplicity is 1. The calculation puts the LUMO energy at 3.2755 eV. The total charge is -1. The calculation puts the largest force on an atom at 1.4 eV/Å. As for the HOMO energy: -3.418 eV. The calculation puts the relative energy (zero: lowest compared OMol25 entry of this formula, charge and spin) at 8.2 kJ/mol. The HOMO-LUMO gap is 6.694 eV.

```
21
C5H13O2S, DFT wB97M-V/def2-TZVPD
C 0.92394 1.46558 0.08928
O 1.88956 1.38694 1.08647
C 1.03007 0.24104 -0.84228
C 0.01074 0.11026 -1.97728
C -1.40850 -0.00787 -1.46927
S -1.78548 -1.64601 -0.70067
C -1.47464 -1.44854 1.08418
H 1.00703 2.37658 -0.54692
H -0.05516 1.54954 0.61270
H 1.01963 -0.62166 -0.16697
H 2.03898 0.22769 -1.25182
H 0.11943 1.05930 -2.51959
H 0.25692 -0.69389 -2.67223
H -2.20449 0.03444 -2.21058
H -1.58632 0.74476 -0.69996
H -0.69022 -2.15211 1.35695
H -2.41644 -1.51259 1.61021
H -0.91314 -0.53274 1.28540
H 1.48014 -0.32645 3.46330
H 1.42477 0.30798 1.92823
O 1.33319 -0.56223 2.54085
```



[10]
The following is a quantum chemistry calculation of a 2-piece molecular cluster, C5H14 overall in a non-equilibrium geometry, from OMol25.

Its total energy is -5410.20608 eV. The multiplicity is 2. The calculation puts the LUMO energy (spin up / spin down) at 4.2492 / 4.2510 eV. The total charge is -1. The calculation puts the largest force on an atom at 1.6 eV/Å. As for the HOMO energy (spin up / spin down): 1.580 / -7.895 eV. The calculation puts the relative energy (zero: lowest compared OMol25 entry of this formula, charge and spin) at 29.2 kJ/mol. Its expectation value of S² is 0.750. The HOMO-LUMO gap (spin up / spin down) is 2.669 / 12.146 eV.

```
19
C5H14, DFT wB97M-V/def2-TZVPD
C 1.79709 -0.18906 0.98091
C 1.04099 0.02628 2.28986
C 1.30057 0.66929 -0.18595
H 2.86046 -0.02255 1.16425
H 1.75049 -1.25199 0.72649
H -0.01996 0.21104 2.14577
H 0.52941 0.19220 -0.77027
H 1.49864 0.78711 2.92893
H 1.13173 -0.86984 2.92145
H 1.03595 1.66484 0.18581
H 2.16588 0.91977 -0.81732
C -2.11631 0.44502 -1.48816
C -1.62091 -1.00069 -1.32971
H -1.44300 1.19687 -1.07698
H -2.21380 0.65854 -2.55306
H -3.10618 0.64486 -1.06785
H -0.85652 -1.14519 -2.09748
H -2.43542 -1.66467 -1.63022
H -1.29911 -1.27186 -0.32647
```



[11]
The following is a quantum chemistry calculation of a 2-piece molecular cluster, C5H14 overall in a non-equilibrium geometry, from OMol25.

Its total energy is -5409.14959 eV. The multiplicity is 2. The calculation puts the LUMO energy (spin up / spin down) at 3.9447 / 3.8407 eV. The total charge is -1. The calculation puts the largest force on an atom at 3.7 eV/Å. As for the HOMO energy (spin up / spin down): 1.532 / -7.536 eV. The calculation puts the relative energy (zero: lowest compared OMol25 entry of this formula, charge and spin) at 131.2 kJ/mol. Its expectation value of S² is 0.750. The HOMO-LUMO gap (spin up / spin down) is 2.413 / 11.376 eV.

```
19
C5H14, DFT wB97M-V/def2-TZVPD
C 1.84237 0.58624 -0.21731
C 0.69234 0.52320 -1.24303
C 2.93356 1.42621 -0.85200
H 2.16214 -0.49254 0.14517
H 1.48873 1.02068 0.74527
H 1.11379 0.11380 -2.14880
H -0.08474 -0.10465 -0.96636
H 3.83141 1.61730 -0.19663
H 2.51833 2.43217 -1.06604
H 0.41484 1.58393 -1.57054
H 3.21286 1.31566 -1.92506
C -2.09641 -1.94042 1.09370
C -2.93258 -0.55015 1.19546
H -1.04673 -1.84272 1.31945
H -2.32091 -2.49240 1.95022
H -2.50864 -2.53272 0.30308
H -2.87435 -0.21553 2.21496
H -2.38584 0.12389 0.40383
H -3.96019 -0.57195 0.81463
```



[12]
The following is a quantum chemistry calculation of a 2-piece molecular cluster, C5H14 overall in a non-equilibrium geometry, from OMol25.

Its total energy is -5411.27363 eV. The multiplicity is 1. The calculation puts the LUMO energy at 1.0843 eV. Its SMILES is CCC.CC. The calculation puts the largest force on an atom at 3.3 eV/Å. As for the HOMO energy: -11.307 eV. The calculation puts the relative energy (zero: lowest compared OMol25 entry of this formula, charge and spin) at 74.9 kJ/mol. The HOMO-LUMO gap is 12.391 eV.

```
19
C5H14, DFT wB97M-V/def2-TZVPD
C -2.90301 0.07150 -0.76308
C -2.24171 -0.44216 -2.08626
H -3.96776 -0.06140 -0.53180
H -2.28791 -0.18360 0.10303
H -2.99738 1.16143 -0.85001
H -1.62723 -1.27750 -1.76911
H -1.89842 0.38684 -2.68484
H -3.05734 -0.92128 -2.65545
C 1.21986 0.04978 0.91957
C 2.23206 -1.04528 1.40968
C 2.05881 1.31124 0.70263
H 0.42272 0.13476 1.65205
H 0.70088 -0.26950 0.00831
H 2.75874 -0.57848 2.24332
H 1.74624 -1.96839 1.71044
H 2.92333 1.39372 1.36312
H 1.49907 2.21612 0.92008
H 2.95170 -1.27109 0.61883
H 2.46734 1.29329 -0.31051
```



- What is the relative energy (zero: lowest compared OMol25 entry of this formula, charge and spin) in the second record?
  135.4 kJ/mol



Repeat the first record exactly.
The following is a quantum chemistry calculation of a 2-piece molecular cluster, C5H13NS2 overall in a non-equilibrium geometry, from OMol25.

Its total energy is -28555.00203 eV. The multiplicity is 2. The calculation puts the LUMO energy (spin up / spin down) at 3.2545 / 1.5005 eV. The total charge is -1. The calculation puts the largest force on an atom at 2.9 eV/Å. As for the HOMO energy (spin up / spin down): -2.902 / -2.833 eV. The calculation puts the relative energy (zero: lowest compared OMol25 entry of this formula, charge and spin) at 120.4 kJ/mol. Its expectation value of S² is 0.753. The HOMO-LUMO gap (spin up / spin down) is 6.156 / 4.334 eV.

```
21
C5H13NS2, DFT wB97M-V/def2-TZVPD
N 1.05818 -1.75198 1.42677
C 1.18567 -0.42171 0.76203
C 1.59449 0.78354 1.53411
C 1.88459 -0.34875 -0.65640
S 1.06805 0.98834 -1.65955
S -1.98691 -1.18064 0.59475
C -2.10764 -0.36808 -1.19040
C -2.41061 1.08851 -1.19549
H 0.04270 -1.77778 1.59853
H 1.55303 -1.63805 2.26445
H 0.09074 -0.23635 0.49004
H 2.65903 0.98746 1.83357
H 1.24628 1.74714 1.00979
H 1.07465 0.77926 2.43842
H 1.77944 -1.31154 -1.16869
H 2.96807 -0.14646 -0.71584
H -2.91731 -0.88236 -1.73744
H -1.15892 -0.66766 -1.77151
H -2.01264 1.59361 -0.32808
H -2.11163 1.46812 -2.16896
H -3.49925 1.29538 -1.36012
```



- Which formula does entry 3 have?
  C5H13NSi